1.
C4H10CsO3 | ωB97M-V/def2-TZVPD

## Properties
- Kohn-Sham gap (eV) = 3.5
- HOMO energy (eV) = -1.61
- LUMO (eV) = 1.9
- energy above the lowest of the compared OMol25 structures with the same formula, charge and spin (eV) = 6.2367
- charge = -1
- spin multiplicity = 1

Geometry as XYZ:
```
18
C4H10CsO3, DFT ωB97M-V/def2-TZVPD
C 2.14078 0.36522 -1.24118
O 2.42790 -1.04978 -0.99604
C 1.84297 -1.59776 0.14618
C 0.35332 -1.89610 0.02766
O -0.46592 -0.77080 0.15863
H 1.58999 0.40070 -2.21315
H 3.12603 0.82211 -1.47338
H 2.00343 -0.94147 1.02677
H 2.34528 -2.56279 0.33821
H 0.10085 -2.63825 0.81633
H 0.17499 -2.41898 -0.93749
Cs 0.08506 2.25501 0.02958
O -3.03065 0.95393 -0.36885
H -3.46343 0.80805 -1.21129
C -2.38475 -1.11756 0.05371
H -2.75457 -0.87738 1.06862
H -2.22582 -1.82958 -0.78531
H -3.34303 -1.64972 0.02430
```

***

2.
C15H45O9P | ωB97M-V/def2-TZVPD

## Properties
- Kohn-Sham gap (eV) = 8.9
- HOMO energy (eV) = -8.52
- LUMO (eV) = 0.4
- SMILES = CC(=O)OCPCCC(C)C.CO.CO.CO.CO.CO.CO.CO
- charge = 0
- spin multiplicity = 1

Geometry as XYZ:
```
70
C15H45O9P, DFT ωB97M-V/def2-TZVPD
C -0.12261 -1.72587 -2.94401
C -0.70969 -0.40244 -3.34659
O -0.91814 -0.06002 -4.44687
O -1.04434 0.37746 -2.27233
C -0.06816 1.36270 -1.89295
P -0.54974 2.26152 -0.33465
C 0.50506 1.43449 0.96071
C 1.28796 2.47407 1.78615
C 2.47644 1.90599 2.57547
C 3.08401 2.99089 3.47591
C 2.13964 0.66219 3.42579
H -0.80921 -2.24990 -2.26635
H 0.81479 -1.54607 -2.39034
H 0.09343 -2.31981 -3.84140
H 0.91509 0.89405 -1.71180
H 0.02527 2.08019 -2.72314
H -1.75474 1.56823 -0.10522
H 1.23118 0.78007 0.44960
H -0.11956 0.78888 1.59487
H 1.67465 3.22162 1.06958
H 0.60240 3.00007 2.47512
H 3.23578 1.61754 1.82699
H 3.23824 3.93725 2.93326
H 2.42743 3.19427 4.33743
H 4.06128 2.67167 3.87320
H 1.12652 0.73727 3.85861
H 2.18831 -0.27681 2.85668
H 2.83890 0.57582 4.27040
C 2.58604 -3.53264 2.61320
O 1.28651 -2.95178 2.59160
H 3.28027 -2.72659 2.84549
H 2.67857 -4.29837 3.38804
H 2.87112 -3.97033 1.65591
H 0.64091 -3.63929 2.39987
C -3.73685 -0.94441 -0.16045
O -3.49279 -0.41984 1.14024
H -2.78924 -1.34580 -0.51853
H -4.48077 -1.74311 -0.14579
H -4.06301 -0.16086 -0.84880
H -4.32258 -0.05618 1.46688
C 2.18264 6.33866 1.59959
O 1.30187 5.74017 0.66464
H 3.11793 5.78342 1.54605
H 2.39177 7.38578 1.36235
H 1.80599 6.27487 2.62441
H 0.46083 6.20744 0.68799
C 4.51920 3.41582 -0.29389
O 3.96326 2.11292 -0.40824
H 4.70361 3.57819 0.76723
H 5.46777 3.50560 -0.82934
H 3.82948 4.18601 -0.64990
H 3.78267 1.94074 -1.33828
C 1.35818 -5.12092 -3.53150
O 2.15431 -4.55541 -2.50214
H 1.87690 -6.01431 -3.87200
H 0.36715 -5.40857 -3.16958
H 1.24641 -4.43967 -4.37863
H 1.71906 -3.75596 -2.18538
C -3.19389 -4.68992 -0.94305
O -4.51442 -4.18303 -0.84722
H -2.53516 -3.90022 -0.58438
H -3.04537 -5.57383 -0.31692
H -2.91855 -4.93314 -1.97328
H -5.12688 -4.86022 -1.15181
C -7.11109 -0.69786 -2.00993
O -6.94931 -0.15165 -0.71023
H -6.13836 -1.08704 -2.30480
H -7.83060 -1.52093 -2.02296
H -7.41960 0.05674 -2.73810
H -7.79413 0.20021 -0.41246
```

***

3.
C18H16F5IrN3O16P2 | ωB97M-V/def2-TZVPD

## Properties
- Kohn-Sham gap (alpha / beta) (eV) = 6.6 / 6.7
- HOMO energy (alpha / beta) (eV) = -5.66 / -6.03
- LUMO (alpha / beta) (eV) = 0.9 / 0.6
- energy above the lowest of the compared OMol25 structures with the same formula, charge and spin (eV) = 0.4700
- charge = -1
- spin multiplicity = 5

Geometry as XYZ:
```
61
C18H16F5IrN3O16P2, DFT ωB97M-V/def2-TZVPD
Ir -0.72216 -0.01349 1.08240
N -0.91852 -0.57552 3.31951
C -1.22187 -1.95228 3.71819
C -2.35724 -2.52249 2.87703
C -1.89141 -2.89778 1.44649
O -1.75393 -4.08349 1.18530
O -1.69386 -1.91626 0.63520
H -0.06601 -0.21491 3.73450
H -1.66884 0.06969 3.54988
H -1.50848 -1.98621 4.77499
H -0.32345 -2.55747 3.59033
H -3.16130 -1.78551 2.78765
H -2.73579 -3.43178 3.33736
C 0.28651 4.95460 2.94061
C 0.24709 3.85215 1.89505
O 0.85790 4.27791 0.68033
P 1.27815 2.42824 2.41924
O 1.04693 2.08022 3.96113
O 2.75977 3.05701 2.48201
O 1.26524 1.21392 1.57254
P -1.50209 3.23025 1.67737
O -1.56220 3.15824 0.07570
O -2.46666 4.16615 2.27642
O -1.41913 1.81338 2.25639
H 1.31261 5.23810 3.18516
H -0.25028 4.63625 3.83615
H -0.24193 5.82013 2.54491
H 0.28502 3.97688 -0.04397
H 1.10928 2.86680 4.52395
H 3.06211 3.27294 1.58513
H -1.96582 2.29711 -0.21767
O 1.10180 -1.36343 0.44940
C 1.11531 -0.84721 -0.69212
O 0.30024 0.03460 -1.04930
C 2.15995 -1.29914 -1.67464
C 2.22951 -0.72588 -2.93523
C 3.20721 -1.15999 -3.81677
C 4.11008 -2.15082 -3.47722
C 4.02490 -2.69818 -2.21091
C 3.06067 -2.28623 -1.30414
N 4.98372 -3.73437 -1.82294
O 5.78629 -4.10384 -2.66054
O 4.92812 -4.16071 -0.68735
N 3.30674 -0.55196 -5.14638
O 4.08356 -1.05114 -5.94079
O 2.60587 0.41178 -5.37820
H 1.52715 0.04605 -3.21802
H 4.85901 -2.48255 -4.17817
H 3.00304 -2.72267 -0.31788
F -4.24480 -1.96952 -4.52073
C -3.80111 -1.32750 -3.43064
C -2.85869 -0.32105 -3.54483
F -2.37914 0.00092 -4.75358
C -2.42942 0.35275 -2.42127
F -1.55126 1.35495 -2.56056
C -2.89557 0.04879 -1.12693
O -2.48520 0.70482 -0.07297
C -3.86701 -0.96817 -1.06089
F -4.41184 -1.26868 0.12201
C -4.30761 -1.64112 -2.18129
F -5.24117 -2.59327 -2.07644
```